*a*
19
Properties=species:S:1:pos:R:3 method="wB97M-V/def2-TZVPD" smiles="C=NC[C@](C)(O)CO" orbital_gap_ev=10.193 multiplicity=1 e_homo_ev=-9.25
C -1.8595 -0.5098 2.1095
N -1.7994 -0.2587 0.8872
C -0.5738 0.7147 0.3717
C 0.1923 -0.0929 -0.6065
C -0.1144 0.2336 -2.0572
O 0.2070 -1.4631 -0.3553
C 1.7984 0.4317 -0.1661
O 2.1688 -0.0888 1.0709
H -2.6372 -1.1659 2.5002
H -1.1791 -0.0814 2.8640
H -0.0703 1.1025 1.2590
H -1.1193 1.5256 -0.1071
H 0.5625 -0.3096 -2.7148
H -0.0019 1.2989 -2.2420
H -1.1449 -0.0453 -2.2754
H -0.6846 -1.8104 -0.4932
H 2.4163 0.0301 -0.9784
H 1.9104 1.5143 -0.1376
H 1.9285 -1.0255 1.0711

*b*
19
Properties=species:S:1:pos:R:3 method="wB97M-V/def2-TZVPD" smiles="CNC(=O)CCCO" orbital_gap_ev=9.903 multiplicity=1 e_homo_ev=-9.35
C 2.4269 1.6610 -0.7072
N 0.8617 1.8729 -0.5944
C -0.1647 1.0073 -0.3734
O -1.3475 1.3729 -0.3060
C 0.0452 -0.5632 -0.4161
C -0.3725 -1.3464 0.9414
C -1.7721 -1.9008 0.6630
O -2.7266 -0.7767 0.8753
H 2.7227 1.2166 0.3744
H 2.6004 0.8643 -1.4260
H 2.7025 2.6786 -0.8123
H 0.6199 2.8923 -0.6251
H -0.4560 -0.8917 -1.3063
H 1.0906 -0.7432 -0.4223
H -0.5130 -0.5166 1.6285
H 0.4061 -2.0887 1.2006
H -2.1444 -2.6116 1.3450
H -1.7138 -2.2247 -0.4163
H -2.2654 0.0978 0.3774

What should be chosen as the least stable of them? Choose *a*.

*a*
19
Properties=species:S:1:pos:R:3 method="wB97M-V/def2-TZVPD" smiles="CC(=O)ON.C=CC" orbital_gap_ev=10.344 multiplicity=1 e_homo_ev=-9.51
C 0.3894 -1.0909 1.8837
C -0.3042 0.2216 1.6651
O -1.4815 0.4273 1.9099
O 0.6472 1.2037 1.2879
N 0.0705 2.5425 1.2217
H 1.4640 -1.0063 1.7019
H 0.2296 -1.4161 2.9143
H -0.0171 -1.8278 1.1869
H 0.4458 3.0033 2.0509
H 0.5623 2.9359 0.4194
C -1.5918 -0.5122 -2.0059
C -0.4060 -0.1082 -1.5382
C 0.8779 -0.8234 -1.8043
H -1.6925 -1.4093 -2.6086
H -2.4968 0.0431 -1.7764
H -0.3431 0.8091 -0.9149
H 1.7095 -0.2683 -1.3584
H 0.8674 -1.8219 -1.3567
H 1.0695 -0.9020 -2.8783

*b*
19
Properties=species:S:1:pos:R:3 method="wB97M-V/def2-TZVPD" orbital_gap_ev=4.272 multiplicity=1 e_homo_ev=-8.24
C -1.4899 -0.2384 -0.3114
C -0.0427 0.3024 -0.4211
C 0.4527 0.9914 0.8707
C 0.0912 0.6231 2.2190
O -0.9504 0.0946 2.5938
N 0.0437 1.0263 -1.6487
C 1.3436 0.8519 -2.3112
O 0.3145 -2.7780 -0.5366
H -2.0893 -0.0824 0.6023
H -1.2159 -1.3011 -0.2965
H -1.9968 -0.1309 -1.2802
H 0.5378 -0.6288 -0.6777
H 1.1774 -0.6712 1.1967
H 0.6907 2.0766 0.7680
H 0.7146 1.1125 3.0092
H 1.7881 -0.1232 -2.1116
H 1.9976 1.7766 -2.1124
H 1.1526 0.7898 -3.4038
H 0.2288 -3.6173 -0.9971

*c*
19
Properties=species:S:1:pos:R:3 method="wB97M-V/def2-TZVPD" smiles="O=CCNCCCO" orbital_gap_ev=10.449 multiplicity=1 e_homo_ev=-9.78
O 0.7441 -2.6992 -3.2763
C 0.1867 -1.8915 -2.5863
C 0.6344 -1.6151 -1.1760
N -0.1614 -0.5032 -0.6177
C 0.1012 -0.3008 0.8105
C 0.5556 1.1767 1.0748
C -0.5675 2.1782 0.9216
O -1.4728 2.1252 2.0211
H -0.6976 -1.3562 -2.9695
H 1.6887 -1.3329 -1.1136
H 0.6427 -2.5732 -0.6358
H -1.1266 -0.8149 -0.6898
H 0.9338 -0.8950 1.2067
H -0.6817 -0.5738 1.5241
H 0.9570 1.1187 2.0875
H 1.3443 1.4180 0.3604
H -0.1691 3.1913 0.9351
H -1.0919 2.1067 -0.0373
H -1.8198 1.2409 2.1604

What should be chosen as the least stable of them? Choose *b*.

*a*
17
Properties=species:S:1:pos:R:3 method="wB97M-V/def2-TZVPD" orbital_gap_ev=10.034 multiplicity=1 total_charge=+1 e_homo_ev=-13.30
C -1.0337 0.5988 -1.3675
C -0.3854 -1.6435 0.6960
N 1.4957 2.0556 1.5151
N -0.4041 -2.0701 -0.7153
O 1.6793 -0.1986 -0.6922
O 0.1759 1.7448 1.4056
P 0.2006 -0.2797 -0.3977
H -0.8522 1.5507 -0.9789
H -0.7951 0.2714 -2.4309
H -2.0278 0.2089 -1.1904
H 0.4164 -1.8559 1.4016
H -1.3266 -1.6372 1.0859
H 1.5321 2.9041 0.8752
H 1.9352 2.3860 2.4977
H 2.1882 1.4211 1.0908
H 0.2892 -2.6695 -1.1060
H -1.3825 -2.4441 -0.8263

*b*
17
Properties=species:S:1:pos:R:3 method="wB97M-V/def2-TZVPD" orbital_gap_ev=11.077 multiplicity=1 total_charge=+1 e_homo_ev=-15.06
C -2.2463 -0.4715 0.1755
C 2.2159 0.6567 0.1894
N -0.7973 -0.2348 0.2268
N 1.3298 0.8494 1.3363
O -1.0176 0.7328 2.6916
O 0.0278 -0.9052 -2.2461
P -0.1946 0.4094 1.5323
H -2.3717 -1.4268 -0.3495
H -2.4899 -0.4564 1.1629
H -2.7770 0.3506 -0.3340
H 2.5209 1.4819 -0.4856
H 2.9751 0.0719 0.5209
H 1.6606 0.0047 -0.5320
H -0.2671 -0.3163 -0.8192
H 1.6348 1.4618 2.1048
H -0.2622 -1.8102 -2.1103
H 0.0589 -0.3980 -3.0638

What should be chosen as the least stable of them? Choose *a*.

*a*
15
Properties=species:S:1:pos:R:3 method="wB97M-V/def2-TZVPD" orbital_gap_ev="8.993 / 7.855" multiplicity=1 e_homo_ev="-9.76 / -8.43"
C 1.6288 -0.2611 -0.5793
C 0.6310 0.4052 0.2445
C -0.5677 1.3601 -0.3260
N -1.4987 1.0979 0.6726
C -0.0497 -0.8397 0.7838
C -1.0734 -1.5053 0.0236
N -1.8480 -2.0789 -0.6240
H 1.2627 -0.7956 -1.4567
H 2.6631 0.0836 -0.6680
H 1.1098 -1.4038 0.3760
H 1.0692 0.9390 1.0883
H -0.8210 1.0459 -1.3486
H -0.1899 2.3880 -0.3299
H -2.2836 0.5730 0.2858
H -0.0326 -1.0082 1.8579

*b*
15
Properties=species:S:1:pos:R:3 method="wB97M-V/def2-TZVPD" orbital_gap_ev=9.057 multiplicity=1 e_homo_ev=-8.22
C -0.5555 1.1065 0.0082
C -0.1387 -0.3396 -0.2293
C 1.3668 -0.2393 -0.4223
C 1.8241 0.9638 0.3840
N 0.7019 1.6293 0.5672
C -0.7576 -1.4462 0.5305
N -0.9014 -1.3619 -0.9267
H -0.7941 1.6248 -0.9334
H -1.3843 1.2272 0.7151
H 0.7016 2.5169 1.0556
H 1.6085 -0.0222 -1.4740
H 1.9171 -1.1410 -0.1496
H -1.6188 -1.2085 1.1541
H -0.1340 -2.2583 0.9003
H -1.8355 -1.0514 -1.1796

What should be chosen as the least stable of them? Choose *a*.

*a*
15
Properties=species:S:1:pos:R:3 method="wB97M-V/def2-TZVPD" orbital_gap_ev=10.601 multiplicity=1 e_homo_ev=-9.71
C 1.2802 -0.4474 -0.7658
C 0.6039 0.2978 0.3931
C -0.2736 1.4890 -0.0376
N -1.5107 0.6537 -0.0355
C -0.7547 -0.3011 0.8209
C -0.9774 -1.7233 0.5915
N -1.1129 -2.8494 0.3677
H 0.6123 -0.5822 -1.6274
H 2.1779 0.0668 -1.1320
H 1.5876 -1.4502 -0.4468
H 1.3251 0.4901 1.1928
H 0.1206 1.8858 -0.9646
H -0.4125 2.2699 0.7228
H -1.7135 0.2488 -0.9464
H -0.9524 -0.0484 1.8673

*b*
15
Properties=species:S:1:pos:R:3 method="wB97M-V/def2-TZVPD" orbital_gap_ev="9.213 / 9.212" multiplicity=1 e_homo_ev="-9.48 / -9.48"
C -1.7244 -0.8429 0.7110
C -0.3365 -0.4724 0.2145
C -0.2909 0.6731 -0.8166
N 0.4934 0.2569 1.1410
C 1.7210 0.2072 0.7275
C 1.3668 0.6247 -1.2251
N 2.2282 0.8163 -1.9922
H -2.2169 0.0242 1.1572
H -1.6451 -1.6258 1.4718
H -2.3479 -1.2295 -0.1053
H 0.1498 -1.3689 -0.2264
H -0.1042 1.6573 -0.3995
H -1.2458 0.7549 -1.4026
H 2.4221 0.9702 1.0422
H 2.1580 -0.7472 0.4304

*c*
15
Properties=species:S:1:pos:R:3 method="wB97M-V/def2-TZVPD" smiles=C[C@@]1(CC#N)CN1 orbital_gap_ev=10.808 multiplicity=1 e_homo_ev=-9.99
C -0.8593 1.1643 0.1348
C -0.2008 -0.1850 -0.0557
C 1.3070 -0.2173 -0.3862
C 2.0194 1.0597 -0.4669
N 2.7083 1.9826 -0.3617
C -0.7216 -1.3483 0.7008
N -0.9736 -1.2274 -0.7336
H -0.3103 1.7824 0.8509
H -0.9151 1.7151 -0.8116
H -1.8808 1.0362 0.5114
H 1.4639 -0.8200 -1.2868
H 1.8685 -0.6885 0.4272
H -1.5345 -1.1841 1.4063
H -0.0419 -2.1550 0.9692
H -1.9293 -0.9147 -0.8982

What should be chosen as the least stable of them? Choose *b*.

*a*
15
Properties=species:S:1:pos:R:3 method="wB97M-V/def2-TZVPD" smiles=Cc1c[nH]c(N)c1 orbital_gap_ev=8.346 multiplicity=1 e_homo_ev=-7.27
C -2.3471 -0.1617 0.0617
C -0.8794 0.0471 -0.0098
C -0.2410 1.2340 -0.0066
N 1.1333 0.9927 -0.1388
C 1.3029 -0.4255 -0.1059
N 2.6395 -0.5368 0.1457
C 0.0988 -1.0385 -0.0929
H -2.6648 -0.7858 -0.7801
H -2.6286 -0.6759 0.9850
H -2.8819 0.7911 0.0128
H -0.6029 2.2518 0.0073
H 1.5419 1.3531 -0.9993
H 2.5886 0.4827 0.5333
H 3.0651 -1.4363 0.3602
H -0.1245 -2.0920 0.0275

*b*
15
Properties=species:S:1:pos:R:3 method="wB97M-V/def2-TZVPD" smiles=Cc1c[nH]c(N)c1 orbital_gap_ev=8.307 multiplicity=1 e_homo_ev=-7.27
C -2.3456 -0.1757 0.0484
C -0.8819 0.0652 -0.0020
C -0.2466 1.2571 -0.0600
N 1.1314 1.0083 -0.0913
C 1.2960 -0.3973 -0.1129
N 2.6363 -0.5551 0.0738
C 0.1010 -1.0086 0.0064
H -2.6439 -0.8280 -0.7798
H -2.6111 -0.6854 0.9795
H -2.9099 0.7582 -0.0115
H -0.6220 2.2537 -0.2404
H 1.7043 1.4730 -0.7885
H 2.4769 0.3986 0.6748
H 2.9954 -1.5156 0.0545
H -0.0802 -2.0482 0.2490

*c*
15
Properties=species:S:1:pos:R:3 method="wB97M-V/def2-TZVPD" smiles=C[C@H]1N[C@]1(C)C#N orbital_gap_ev=10.971 multiplicity=1 e_homo_ev=-10.10
C 1.6494 -0.8944 0.0002
C 0.9171 0.4264 0.0095
N 0.1425 0.8596 -1.1552
C -0.5795 0.4611 0.0580
C -1.4290 -0.7792 -0.1321
C -1.2103 1.4973 0.8652
N -1.7369 2.3127 1.5007
H 1.5449 -1.4171 0.9602
H 1.2570 -1.5502 -0.7783
H 2.7198 -0.7559 -0.1747
H 1.4470 1.2371 0.5201
H 0.1842 1.8730 -1.2009
H -0.9324 -1.4456 -0.8399
H -1.6173 -1.3096 0.8061
H -2.3842 -0.4833 -0.5765

*d*
15
Properties=species:S:1:pos:R:3 method="wB97M-V/def2-TZVPD" smiles="C[C@@H]1[C@H]2CN=CN12" orbital_gap_ev=10.110 multiplicity=1 e_homo_ev=-9.09
C -1.1711 -1.8220 0.6994
C -0.6777 -0.4697 0.2525
C 0.6815 -0.1970 -0.3595
C 0.9107 1.0414 -1.2213
N 0.5443 2.2372 -0.4115
C 0.2958 1.6564 0.7627
N 0.5421 0.2610 0.9812
H -0.2399 -2.4604 0.7329
H -1.6504 -2.1438 -0.4232
H -1.6941 -1.8667 1.6784
H -1.2650 0.5135 0.0074
H 1.3430 -1.1860 -0.5204
H 0.4858 1.1108 -2.1947
H 1.9710 1.1265 -1.5360
H -0.0759 2.1987 1.5520

What should be chosen as the least stable of them? Choose *d*.